A 9-piece molecular cluster, C37H91BNO21P overall in a non-equilibrium geometry, computed with the ωB97M-V functional and the def2-TZVPD basis.

```
152
C37H91BNO21P the ωB97M-V functional and the def2-TZVPD basis
C -1.63967 -1.97525 0.37940
B -2.56477 -3.04622 -0.30129
N -2.00471 -3.82439 -1.45634
C -2.71432 -3.55906 -2.69683
C -2.10900 -2.46141 -3.56536
O -3.70615 -4.09614 -3.02633
C -1.88207 -5.17576 -1.13428
C -1.96582 -6.28335 -2.15057
O -1.66340 -5.44446 0.00736
P -4.34911 -3.22019 0.39483
O -4.92604 -1.87278 0.33994
O -5.31048 -4.22868 -0.42279
O -4.31642 -3.83647 1.88793
H -1.67952 -2.16185 1.45590
H -0.62680 -2.04593 -0.00946
H -2.04471 -0.99379 0.10259
H -1.17710 -2.11490 -3.11387
H -1.93211 -2.79651 -4.58104
H -2.78977 -1.61126 -3.51625
H -1.21958 -7.04199 -1.93513
H -2.93106 -6.77123 -2.00515
H -1.90624 -5.96214 -3.18863
H -5.81055 -3.69341 -1.05672
H -5.14895 -4.33500 1.95444
C 3.50930 1.34800 2.27707
O 2.47351 2.30920 2.35184
C 1.61365 2.23943 1.22194
C 0.33901 1.48383 1.52017
O 0.60412 0.10875 1.77082
C 0.58064 -0.20691 3.15042
H 4.00521 1.29421 3.24550
H 3.11534 0.35994 2.02892
H 4.24416 1.65061 1.52174
H 2.13058 1.78031 0.37230
H 1.36264 3.26833 0.94605
H -0.31048 1.52920 0.64016
H -0.20024 1.93704 2.35850
H -0.45333 -0.21533 3.51293
H 1.16764 0.50390 3.73741
H 1.00564 -1.20215 3.28126
C 5.32640 -2.98654 -1.46656
O 4.51121 -2.62563 -0.36434
C 3.89139 -1.35789 -0.52896
C 2.43801 -1.49510 -0.93837
O 2.30618 -2.05230 -2.24039
C 1.95965 -3.42626 -2.21702
H 5.57837 -4.04186 -1.36680
H 4.80940 -2.83859 -2.41753
H 6.25313 -2.40199 -1.46006
H 4.44263 -0.74715 -1.25149
H 3.93102 -0.85061 0.43841
H 1.98718 -0.49834 -0.97002
H 1.88657 -2.09023 -0.20441
H 0.90665 -3.54750 -1.93622
H 2.58748 -3.99102 -1.52379
H 2.10135 -3.82588 -3.22088
C -3.46379 4.13015 -3.37167
O -4.21067 4.15386 -2.16912
C -4.25500 2.89005 -1.51830
C -3.28465 2.83310 -0.35521
O -1.93290 2.89108 -0.80041
C -1.35886 4.17604 -0.63228
H -3.29092 5.16056 -3.68029
H -2.49699 3.63817 -3.23840
H -4.02870 3.61776 -4.15857
H -4.05570 2.08006 -2.22749
H -5.27046 2.75784 -1.13473
H -3.41073 1.87618 0.16070
H -3.49140 3.63124 0.36351
H -1.14162 4.35360 0.42740
H -2.01406 4.96576 -1.00660
H -0.42270 4.20729 -1.18972
C 7.65302 -0.72033 2.53787
O 6.82760 -1.68637 3.16179
C 6.34183 -2.66348 2.24789
C 7.12022 -3.95727 2.35085
O 8.46568 -3.79404 1.91826
C 9.38136 -3.68213 2.99319
H 8.16063 -0.15250 3.31691
H 8.40742 -1.18547 1.89754
H 7.04165 -0.03337 1.94162
H 6.36336 -2.28262 1.22466
H 5.29794 -2.86002 2.50769
H 6.65907 -4.69738 1.68930
H 7.08508 -4.34912 3.37193
H 9.53497 -4.65926 3.46365
H 9.03875 -2.96635 3.74412
H 10.33271 -3.33645 2.59001
C 11.35493 1.49290 -1.60238
O 10.78399 0.33973 -2.19612
C 10.05336 -0.45498 -1.27367
C 8.56146 -0.23300 -1.40739
O 8.19209 1.08285 -1.01789
C 7.96206 1.94191 -2.12129
H 11.69461 2.14889 -2.40280
H 10.62954 2.03438 -0.99048
H 12.21663 1.21434 -0.98647
H 10.37998 -0.25928 -0.24748
H 10.27340 -1.50223 -1.50154
H 8.04174 -0.92309 -0.73396
H 8.22872 -0.44376 -2.42861
H 7.00757 1.69701 -2.59987
H 8.76569 1.87822 -2.85848
H 7.91196 2.96360 -1.74694
C -6.18446 4.53656 2.23776
O -6.68507 3.38453 1.57971
C -7.41013 2.53013 2.45326
C -8.90526 2.69500 2.27853
O -9.34317 3.98092 2.69537
C -9.57321 4.86410 1.61153
H -5.84463 5.24133 1.47921
H -6.95226 5.02117 2.84527
H -5.33308 4.26430 2.87169
H -7.12225 2.70479 3.49449
H -7.13927 1.50086 2.19906
H -9.41548 1.96212 2.91139
H -9.19462 2.50395 1.24080
H -10.49999 4.59501 1.09353
H -8.74374 4.85775 0.90045
H -9.67932 5.87040 2.01480
C -3.24766 3.85575 7.55239
O -2.76637 2.59482 7.98403
C -3.15765 1.53026 7.13002
C -2.03024 1.11055 6.20976
O -1.70840 2.13258 5.27727
C -0.54352 2.85986 5.63162
H -2.72525 4.62576 8.11854
H -3.06117 4.01720 6.48789
H -4.32131 3.93985 7.75206
H -4.04456 1.80354 6.54991
H -3.42289 0.68222 7.76863
H -2.35528 0.23941 5.63147
H -1.14779 0.82111 6.78848
H 0.34929 2.25395 5.44343
H -0.55868 3.17003 6.67899
H -0.49646 3.75049 5.00603
C -2.99704 -1.71743 -7.16157
O -3.89264 -1.39312 -6.11231
C -4.47948 -0.10847 -6.26872
C -5.89323 -0.20367 -6.80335
O -5.91609 -0.70190 -8.13279
C -6.27755 -2.07068 -8.20372
H -2.77114 -2.78150 -7.09329
H -3.43278 -1.51564 -8.14250
H -2.06483 -1.15175 -7.05279
H -3.86447 0.52300 -6.91717
H -4.51044 0.35768 -5.27845
H -6.32702 0.80089 -6.82950
H -6.51253 -0.82134 -6.14609
H -7.35124 -2.18867 -8.02374
H -5.71942 -2.67508 -7.48478
H -6.05175 -2.42600 -9.20827
```

As for the gap between HOMO and LUMO: 8.87 eV. Its max |F| is 2.99 eV/Å. The LUMO energy comes out at -0.25 eV. As for the SMILES: CB(N(C(C)=O)C(C)=O)P(=O)(O)O.COCCOC.COCCOC.COCCOC.COCCOC.COCCOC.COCCOC.COCCOC.COCCOC.

Atom charges from the Mulliken analysis, given in e for atoms 1 to 99: -0.608, 0.314, 0.857, -0.099, -0.766, -0.481, 0.675, -1.383, -0.575, 0.792, -0.603, -0.558, -0.500, 0.256, 0.074, 0.281, 0.276, 0.220, 0.174, 0.414, 0.300, 0.317, 0.320, 0.301, -0.641, -0.439, -0.471, 0.132, 0.017, -0.889, 0.293, 0.179, 0.394, 0.164, 0.328, -0.029, 0.182, 0.190, 0.303, 0.302, -0.546, -0.356, 0.230, -0.225, -0.484, -0.260, 0.271, 0.421, -0.001, 0.414, -0.297, 0.056, 0.300, -0.157, 0.299, 0.327, -0.661, -0.382, -0.318, -0.505, -0.238, -0.911, 0.242, 0.284, 0.282, 0.052, 0.387, 0.407, 0.341, 0.281, 0.462, 0.268, -0.620, -0.472, 0.281, -0.733, -0.359, -0.763, 0.441, 0.250, 0.128, -0.097, 0.335, 0.399, 0.339, 0.319, 0.327, 0.243, -0.695, -0.391, -0.657, 0.175, -0.357, -0.846, 0.253, 0.298, 0.320, 0.338, 0.366

C4H11NO3 as an isolated structure in a non-equilibrium geometry, computed with the ωB97M-V functional and the def2-TZVPD basis.

```
19
C4H11NO3 the ωB97M-V functional and the def2-TZVPD basis
C -0.83014 0.55573 0.16863
C -0.69669 0.45050 1.64089
O -0.66460 -0.89708 2.12175
C 0.52975 0.20768 -0.52264
N 0.91572 -1.37946 0.00114
C 0.37765 -2.23508 -1.13458
O 0.75041 -0.05061 -1.89965
H -1.65020 -0.02818 -0.26382
H -0.73606 1.56335 -0.08726
H -1.60068 1.04768 2.02763
H 0.06171 1.15829 1.87709
H 0.38410 -1.53352 0.83325
H 1.31948 0.63437 0.14292
H 0.89293 -2.02037 -2.07976
H 0.41100 -3.33012 -0.91335
H -0.72497 -1.86149 -1.20410
H 0.52127 3.70483 0.39388
H 0.67131 1.12970 -1.34203
O 0.06803 2.88378 0.24000
```

As for the gap between HOMO and LUMO: 4.17 eV. Its max |F| is 8.52 eV/Å. The energy above the lowest of the compared OMol25 structures with the same formula, charge and spin is 336.4 kcal/mol. The LUMO energy comes out at -4.82 eV.

For each atom in turn, the Mulliken charge in e is: -0.810, -0.194, -0.522, 0.085, -0.328, -0.733, -0.527, 0.336, 0.524, 0.368, 0.356, 0.367, 0.449, 0.299, 0.300, 0.269, 0.172, 0.312, -0.723

One molecule with the formula C6H6O2 in a non-equilibrium geometry, computed with the ωB97M-V functional and the def2-TZVPD basis.

```
14
C6H6O2 the ωB97M-V functional and the def2-TZVPD basis
C -1.19717 -1.69306 -0.67369
C -0.39930 -0.74568 -0.15460
C 0.33409 -0.78081 1.13382
C 0.26408 0.72116 1.13843
C 0.57698 1.35287 -0.03336
O 1.02304 2.62635 -0.20182
C 0.19153 0.42639 -1.07841
O -0.00781 0.62337 -2.25400
H -1.21542 -2.70362 -0.28029
H -1.69867 -1.54962 -1.62589
H -0.26379 -1.19893 1.94737
H 1.34016 -1.19885 1.11109
H 0.24999 1.24175 2.08869
H 0.80230 2.87867 -1.11734
```

As for the gap between HOMO and LUMO: 9.14 eV. Its max |F| is 4.98 eV/Å. The energy above the lowest of the compared OMol25 structures with the same formula, charge and spin is 40.3 kcal/mol. The LUMO energy comes out at 0.10 eV. As for the SMILES: C=C1CC=C(O)C1=O.

For each atom in turn, the Mulliken charge in e is: -0.825, 0.270, -0.426, -0.625, 0.471, -0.536, 0.394, -0.577, 0.273, 0.293, 0.297, 0.227, 0.417, 0.349

A 8-piece molecular cluster, H14IO7 overall in a non-equilibrium geometry, computed with the ωB97M-V functional and the def2-TZVPD basis.

```
22
H14IO7 the ωB97M-V functional and the def2-TZVPD basis
I -0.05414 0.01709 0.52759
O -1.68414 2.88409 1.76959
H -0.95314 2.37109 1.29459
H -2.07214 2.91609 0.93959
O -0.48114 -3.43091 1.05359
H -0.13214 -2.66891 0.45059
H -1.10914 -3.06591 1.81959
O -1.09714 1.72209 -2.52041
H -0.42314 1.72809 -1.76841
H -0.82214 2.51009 -2.99041
O -3.00114 -1.66391 -0.23741
H -1.99514 -1.37491 0.05359
H -3.73014 -1.13791 0.01559
O 1.31186 -2.64491 -1.87941
H 0.58886 -3.07091 -2.02141
H 0.88486 -1.88691 -1.44541
O 2.03686 2.94209 -0.44141
H 1.48686 3.68909 -0.04241
H 1.69886 2.14809 -0.08941
O 3.30986 -1.07591 1.83059
H 2.56386 -0.65191 1.41459
H 3.67286 -0.25491 2.26659
```

As for the net charge: -1. As for the gap between HOMO and LUMO: 8.62 eV. Its max |F| is 8.91 eV/Å. The energy above the lowest of the compared OMol25 structures with the same formula, charge and spin is 52.6 kcal/mol. The LUMO energy comes out at 2.88 eV.

For each atom in turn, the Mulliken charge in e is: -0.481, -0.623, 0.227, 0.338, -0.667, 0.175, 0.352, -0.610, 0.344, 0.282, -0.651, 0.182, 0.271, -0.578, 0.285, 0.281, -0.643, 0.335, 0.255, -0.620, 0.239, 0.307

One molecule with the formula C9H9N3 in a non-equilibrium geometry, computed with the ωB97M-V functional and the def2-TZVPD basis.

```
21
C9H9N3 the ωB97M-V functional and the def2-TZVPD basis
N -3.14071 0.03468 -0.07368
C -1.83663 -0.32752 0.10881
C -1.52590 -1.67681 0.06717
C -0.19280 -2.00940 -0.00122
C 0.80533 -1.02966 -0.07476
N 2.15322 -1.21011 -0.19424
C 2.94667 -0.27721 -0.01101
C 2.66580 1.06951 0.05978
C 1.37989 1.53435 0.01447
C 0.41262 0.42757 -0.02273
C -0.95694 0.66965 0.28118
N -1.52320 2.02696 -0.12087
H -3.89168 -0.65311 -0.56736
H -2.95102 1.16842 -0.48096
H -2.55330 -2.12754 0.52637
H -0.08962 -3.01857 0.00330
H 3.88534 -0.77878 0.41306
H 3.38585 1.66317 -0.01748
H 0.91654 2.57634 0.02850
H -0.91652 2.85771 -0.12574
H -2.39896 2.06873 0.41177
```

As for the gap between HOMO and LUMO: 7.77 eV. Its max |F| is 8.04 eV/Å. The energy above the lowest of the compared OMol25 structures with the same formula, charge and spin is 126.6 kcal/mol. The LUMO energy comes out at 0.17 eV. As for the SMILES: Nc1ccc2ncccc2c1N.

For each atom in turn, the Mulliken charge in e is: -0.711, 0.725, -0.584, -0.874, 0.214, -0.563, -0.118, -0.724, -0.450, 0.638, 0.235, -0.604, 0.252, 0.368, 0.237, 0.499, 0.321, 0.604, 0.092, 0.189, 0.254

One molecule with the formula C10H13N5S in a non-equilibrium geometry, computed with the ωB97M-V functional and the def2-TZVPD basis.

```
29
C10H13N5S the ωB97M-V functional and the def2-TZVPD basis
C -4.21331 1.05836 0.03356
C -2.75885 0.97809 0.27599
C -2.14565 1.86012 1.15182
C -0.78692 1.83937 1.33036
C -0.08698 2.74828 2.30975
N -0.06717 0.96132 0.64077
C -0.67589 0.08581 -0.18682
N 0.10827 -0.75515 -0.92655
C -0.14688 -1.02603 -2.18722
N -0.40459 -1.26077 -3.28655
C 1.05062 -1.51651 -0.20682
S 0.63323 -2.17481 1.27426
N 2.29699 -1.83128 -0.74613
C 2.92906 -1.02190 -1.82603
C 3.15731 -2.84581 -0.15755
N -2.02093 0.10303 -0.35522
H -4.69577 0.10125 0.25051
H -4.37588 1.25706 -1.03401
H -4.69546 1.84915 0.58268
H -2.75944 2.52302 1.72266
H -0.82920 3.14820 2.96976
H 0.42258 3.59850 1.79806
H 0.63026 2.22621 2.97375
H 3.84990 -1.50228 -2.18682
H 3.11208 -0.01204 -1.50433
H 2.24656 -0.93049 -2.70725
H 3.69832 -2.53678 0.74277
H 2.59312 -3.77184 0.11396
H 3.93461 -3.15205 -0.85937
```

As for the gap between HOMO and LUMO: 8.88 eV. Its max |F| is 6.01 eV/Å. The energy above the lowest of the compared OMol25 structures with the same formula, charge and spin is 0.0 kcal/mol. The LUMO energy comes out at 0.33 eV. As for the SMILES: Cc1cc(C)nc(N(C#N)C(=S)N(C)C)n1.

For each atom in turn, the Mulliken charge in e is: -1.242, 0.711, -0.259, 0.506, -1.183, -0.463, -0.043, 0.274, 0.611, -0.569, 0.157, -0.310, 0.105, -0.885, -0.960, -0.585, 0.315, 0.305, 0.352, 0.309, 0.363, 0.254, 0.316, 0.333, 0.312, 0.272, 0.335, 0.346, 0.323